No. 1
Molecular formula: C26H31Cl2N4RbS2
Method: DFT, ωB97M-V/def2-TZVPD

XYZ file:
```
66
Properties=species:S:1:pos:R:3:forces:R:3
Rb -0.6362 -0.4746 1.4571 0.1 -0.1 -0.2
S -1.5956 -0.0244 4.4382 0.0 0.2 0.1
C -2.1575 -1.6359 4.7760 -0.2 -0.1 -0.5
C -2.0323 -2.0055 6.1464 0.0 -0.2 0.6
N -1.9172 -2.2699 7.2658 0.0 0.0 -0.1
C -2.7090 -2.5588 3.9139 0.2 0.5 0.0
S -3.0355 -2.4147 2.2125 -0.1 0.0 -0.1
C -3.0995 -3.8226 4.4502 -0.1 -0.5 0.3
N -3.4212 -4.8600 4.8451 0.0 0.1 0.0
C 0.2045 -3.1029 -4.1497 0.0 0.1 0.1
C 0.6160 -1.6483 -3.8964 0.0 0.0 -0.1
C 1.5267 -1.1542 -5.0252 0.0 0.0 0.1
C -0.5958 -0.7518 -3.7109 0.0 0.1 0.2
C -1.5817 -0.7643 -4.6919 0.0 0.0 -0.1
C -2.7661 -0.0653 -4.5477 0.0 0.0 0.0
C -2.9876 0.6440 -3.3770 0.0 0.0 -0.1
C -2.0342 0.6952 -2.3740 0.2 0.0 0.1
C -2.3317 1.4587 -1.0973 -0.2 0.0 0.0
C -2.6250 2.9349 -1.3798 0.1 -0.1 0.1
C -3.4920 0.8085 -0.3344 0.2 0.0 0.0
C -0.7983 0.0271 -2.5423 -0.2 0.0 -0.5
N 0.1108 0.0799 -1.4989 0.2 -0.2 0.5
C 1.3561 0.3651 -1.6748 -0.3 0.0 -0.3
C 2.3672 0.3156 -0.6860 0.4 0.1 0.2
C 3.7461 0.4964 -0.9350 -0.2 -0.1 -0.2
C 4.3798 0.3314 0.2873 0.1 0.0 0.1
C 3.3505 0.0854 1.2293 0.1 0.1 -0.1
N 2.1515 0.0707 0.6474 -0.1 -0.1 0.0
C 3.4926 -0.0704 2.7277 0.0 0.0 0.1
C 2.8194 -1.3642 3.2033 0.1 0.1 -0.1
C 2.8240 1.1255 3.4223 0.0 0.0 0.0
C 4.9693 -0.1103 3.1311 -0.1 0.0 -0.1
H 1.0896 -3.7434 -4.1735 0.0 0.0 0.0
H -0.3155 -3.2114 -5.1043 0.0 0.0 0.0
H -0.4536 -3.4566 -3.3553 0.0 0.0 0.0
H 1.1921 -1.6394 -2.9742 0.0 0.0 0.1
H 0.9850 -1.1248 -5.9739 0.0 0.0 0.0
H 2.3851 -1.8215 -5.1382 0.0 0.0 0.0
H 1.8989 -0.1502 -4.8150 0.0 0.0 0.0
H -1.4266 -1.3617 -5.5850 0.0 0.0 0.0
H -3.5187 -0.0953 -5.3266 0.0 0.0 0.0
H -3.9296 1.1650 -3.2445 0.0 0.0 0.0
H -1.4379 1.4148 -0.4730 0.0 0.1 -0.1
H -3.5266 3.0473 -1.9863 0.0 0.0 0.0
H -1.7928 3.3987 -1.9146 0.0 0.0 0.0
H -2.7794 3.4693 -0.4394 0.0 0.0 0.0
H -4.4126 0.8510 -0.9217 0.0 0.0 0.0
H -3.6665 1.3222 0.6119 0.0 0.0 0.0
H -3.2766 -0.2381 -0.1105 -0.1 0.0 0.0
H 1.7014 0.7024 -2.6630 0.0 -0.1 0.0
H 4.1996 0.6869 -1.8994 0.0 0.0 0.0
H 5.4426 0.3878 0.4739 0.0 0.0 0.0
H 1.7494 -1.3379 3.0033 0.0 0.0 0.0
H 2.9567 -1.4911 4.2801 0.0 0.0 0.0
H 3.2482 -2.2273 2.6888 0.0 0.0 0.0
H 1.7525 1.1335 3.2229 0.0 0.0 0.0
H 3.2504 2.0619 3.0532 0.0 0.0 0.0
H 2.9693 1.0743 4.5052 0.0 0.0 0.0
H 5.4821 -0.9487 2.6533 0.0 0.0 0.0
H 5.0488 -0.2289 4.2145 0.0 0.0 0.0
H 5.4804 0.8130 2.8478 0.0 0.0 0.0
Cl -2.1724 2.7107 2.6562 -0.2 0.3 0.1
C -2.7912 4.3637 2.4929 0.2 -0.3 -0.1
Cl -4.4753 4.3950 1.9302 -0.1 0.0 0.0
H -2.1944 4.9015 1.7660 0.0 0.0 0.0
H -2.7604 4.8367 3.4661 0.0 0.0 0.0
```
Forces are in eV/Å.

Results
- net charge = -2
- HOMO (eV) = -0.743

=====

No. 2
Molecular formula: C26H31ClN4O
Method: DFT, ωB97M-V/def2-TZVPD

XYZ file:
```
63
Properties=species:S:1:pos:R:3:forces:R:3
C -0.6130 -2.3347 0.1696 0.2 -0.2 0.1
C 0.5020 -3.3389 0.4508 -0.5 0.0 0.0
N 1.7920 -2.7075 0.5093 0.6 0.2 -0.3
N 2.3098 -2.3834 1.6948 -0.1 0.0 0.8
C 3.4819 -1.8208 1.4589 -0.2 -0.1 -0.4
C 4.3593 -1.3941 2.5827 -0.1 0.0 0.0
C 3.7292 -1.7661 0.0674 -0.2 -0.2 -0.1
C 4.9555 -1.2433 -0.6221 0.0 0.0 -0.1
N 4.9943 0.1520 -1.0218 0.2 0.0 -0.1
C 4.1281 0.5636 -2.1001 -0.2 -0.1 0.0
C 2.7253 1.0093 -1.6496 0.2 0.2 -0.1
C 2.8889 2.1545 -0.6528 -0.1 -0.1 0.2
C 1.6226 2.8326 -0.1440 0.4 -0.2 -0.3
O 1.6473 3.9858 0.2278 0.0 0.3 0.1
N 0.5100 2.0452 -0.1186 -0.1 -0.4 -0.1
C -0.7975 2.3981 0.2296 -0.3 0.2 0.2
C -1.1208 3.6116 0.8307 0.2 0.1 0.0
C -2.4414 3.8934 1.1296 -0.1 -0.1 -0.1
C -3.4475 2.9909 0.8390 0.0 0.0 0.0
C -3.1364 1.7703 0.2449 0.3 0.2 0.1
C -4.1896 0.7952 -0.0769 -0.2 -0.2 -0.1
C -5.4007 1.2025 -0.6316 0.1 0.0 0.0
C -6.3752 0.2740 -0.9476 0.0 0.0 0.0
C -6.1656 -1.0757 -0.7192 0.0 -0.1 0.0
C -4.9628 -1.4771 -0.1626 -0.1 0.2 -0.1
Cl -4.6767 -3.1601 0.1345 0.0 -0.2 0.0
C -3.9807 -0.5602 0.1617 -0.1 0.0 0.0
C -1.8093 1.4843 -0.0512 0.0 0.1 0.1
C 3.7013 1.6301 0.5380 0.2 0.1 -0.1
C 5.0658 1.1413 0.0291 -0.1 0.0 0.1
C 2.6159 -2.3598 -0.5093 0.2 0.0 0.2
C 2.3025 -2.6684 -1.9297 0.0 0.0 0.1
H -0.6014 -1.5545 0.9281 0.0 0.1 0.1
H -1.5748 -2.8400 0.1932 -0.2 0.0 0.0
H -0.4874 -1.8809 -0.8117 0.0 0.1 -0.1
H 0.5133 -4.1176 -0.3170 0.0 0.0 0.1
H 0.3414 -3.8021 1.4265 0.1 0.0 -0.2
H 5.3834 -1.7205 2.4077 0.1 0.0 0.1
H 4.3606 -0.3112 2.6997 0.1 0.1 0.0
H 3.9923 -1.8395 3.5033 0.0 0.0 0.1
H 5.1292 -1.8313 -1.5304 0.1 0.0 0.1
H 5.8148 -1.3982 0.0386 0.0 -0.1 -0.1
H 4.6132 1.4100 -2.6032 -0.1 0.0 -0.1
H 4.0508 -0.2535 -2.8198 0.0 0.0 -0.1
H 2.1456 1.3240 -2.5203 -0.1 0.0 0.0
H 2.2327 0.1560 -1.1787 -0.1 0.0 0.0
H 3.4701 2.9545 -1.1275 -0.1 0.0 0.0
H 0.6083 1.1040 -0.4712 0.1 0.2 0.0
H -0.3429 4.3225 1.0491 0.0 0.0 0.0
H -2.6859 4.8350 1.5980 0.0 0.1 0.0
H -4.4721 3.2180 1.0911 -0.1 0.0 0.0
H -5.5682 2.2497 -0.8330 0.0 0.1 0.0
H -7.3087 0.5997 -1.3815 -0.1 0.0 0.0
H -6.9214 -1.8039 -0.9674 0.0 -0.1 0.0
H -3.0628 -0.8939 0.6176 0.1 -0.1 0.1
H -1.5644 0.5486 -0.5345 0.0 -0.1 -0.1
H 3.1570 0.8121 1.0141 0.0 0.0 0.0
H 3.8474 2.4240 1.2718 0.0 0.0 0.0
H 5.6079 2.0053 -0.3765 0.0 0.0 0.1
H 5.6528 0.7316 0.8522 0.1 0.0 0.0
H 1.4973 -2.0406 -2.3138 0.0 0.0 -0.1
H 1.9962 -3.7091 -2.0353 0.0 0.0 -0.1
H 3.1832 -2.5057 -2.5451 0.0 0.0 -0.1
```
Forces are in eV/Å.

Results
- HOMO (eV) = -8.197
- relative energy (zero: lowest compared OMol25 entry of this formula, charge and spin) (eV) = 0.242

=====

No. 3
Molecular formula: C26H31CrN2O8
Method: DFT, ωB97M-V/def2-TZVPD

XYZ file:
```
68
Properties=species:S:1:pos:R:3:forces:R:3
O -0.8305 2.9841 -4.0457 0.0 0.8 -2.2
C -0.2120 3.3470 -5.3555 1.0 -0.3 0.0
C -1.4623 3.9827 -5.9532 0.1 -0.3 1.1
H 0.1196 2.4290 -5.8593 0.0 0.2 0.1
H 0.6239 4.0704 -5.3174 -0.2 -0.5 0.6
C -2.0481 3.6365 -4.5621 -0.8 0.4 0.1
H -1.8876 3.4088 -6.7842 0.0 0.4 0.2
H -1.4341 5.0737 -6.1156 0.1 -0.6 -0.3
C -3.2699 2.7307 -4.6578 -0.1 0.2 0.1
H -3.0209 1.7172 -5.0089 0.0 0.3 0.3
H -3.9493 3.1587 -5.4069 0.1 0.0 0.2
H -3.8150 2.7421 -3.7045 0.1 -0.5 -0.2
C -2.3005 4.8626 -3.6980 -0.3 0.0 -0.1
H -1.3686 5.4000 -3.4903 -0.1 -0.1 -0.1
H -2.7274 4.5308 -2.7508 0.0 0.1 0.2
H -3.0133 5.5546 -4.1670 0.1 -0.2 0.1
Cr -0.8574 0.9066 -0.2771 1.5 -0.4 2.3
C 0.4377 2.0489 1.6518 0.2 -0.4 -1.1
C 1.3920 1.3427 0.8661 -0.4 1.5 -1.0
C 1.1740 1.6592 -0.5371 -0.1 1.7 0.9
H 2.3289 0.8934 1.2050 -0.9 -0.6 0.1
C 0.1849 2.7532 -0.5765 0.4 -1.0 0.5
C -0.3950 2.8455 0.7714 1.3 0.1 -0.8
H -1.2145 3.5115 1.1116 0.9 -0.5 -0.5
H 0.3640 2.0012 2.7476 -0.1 -0.1 -0.8
H 1.7245 1.2043 -1.3732 -0.2 0.7 0.5
H -0.0183 3.3665 -1.4619 -0.3 -0.5 0.4
C -2.5349 -0.0983 0.7541 -1.1 0.7 -1.0
C -2.8253 1.3018 0.5021 -0.7 -1.3 -0.4
C -2.7987 1.5101 -0.9280 -0.6 -1.0 0.3
H -3.1290 2.0180 1.2672 0.4 -0.2 -0.4
C -2.5472 0.2338 -1.5535 -0.2 -0.2 0.9
C -2.3751 -0.7518 -0.5123 -0.9 1.0 -0.2
H -2.3282 -1.8265 -0.6633 0.5 0.4 0.0
H -2.5589 -0.5891 1.7269 0.4 0.3 -0.4
H -3.0779 2.4174 -1.4586 0.4 -0.2 0.2
H -2.5481 0.0315 -2.6247 0.2 0.2 0.4
O 0.3267 -0.8614 -5.4313 1.5 0.9 0.7
C 0.5593 -0.4289 -4.0510 0.2 -0.3 0.0
C 1.8347 0.4723 -4.0433 -0.9 0.4 0.4
H 0.6759 -1.3057 -3.3581 0.0 0.5 -0.8
H -0.3187 0.1455 -3.6809 0.4 -0.3 -0.5
C 2.5361 0.2838 -5.4249 -0.1 -0.4 1.1
H 2.4074 0.2309 -3.1316 0.2 0.0 -0.7
H 1.4823 1.5222 -3.9180 0.4 -0.6 -0.2
C 1.5056 -0.5085 -6.2235 -0.7 -0.1 -0.9
H 3.4291 -0.3596 -5.3476 -0.1 0.8 0.1
H 2.7526 1.2836 -5.8849 0.0 -1.1 0.4
H 1.9219 -1.4200 -6.7073 -0.3 0.5 0.5
H 1.2124 0.1697 -7.0285 -0.6 -0.3 -0.2
O 0.0706 -0.9171 1.8607 0.1 -0.4 -1.0
C 0.5842 -1.5899 0.9290 -1.0 0.3 -0.1
O 0.6610 -1.2828 -0.3044 -0.3 0.1 1.1
C 1.1221 -2.9425 1.3543 0.5 -0.4 0.1
C 2.3862 -3.3105 0.8945 0.3 -0.7 0.4
C 2.9986 -4.4646 1.4308 -1.7 0.8 0.2
C 2.3413 -5.2918 2.3435 0.0 0.2 -0.1
C 1.0439 -4.9513 2.7314 0.6 1.3 -1.1
C 0.4390 -3.7626 2.2651 0.4 -0.5 0.1
N 0.3440 -5.8155 3.6569 -1.2 -1.7 1.6
O 0.9365 -6.8415 4.0600 -1.1 2.0 -0.8
O -0.8178 -5.5107 3.9967 2.2 -0.4 -0.7
N 4.3479 -4.7911 1.0799 3.0 -0.8 -0.2
O 4.9732 -4.0661 0.2844 -1.4 -1.1 1.2
O 4.8625 -5.7819 1.6439 -0.9 1.7 -1.1
H 2.9023 -2.6937 0.1555 -0.2 -0.3 0.3
H 2.8542 -6.1586 2.7481 -0.2 0.2 -0.1
H -0.5542 -3.5028 2.6201 0.2 0.1 0.0
```
Forces are in eV/Å.

Results
- HOMO (spin up / spin down) (eV) = -8.324 / -8.897
- 2S+1 = 4
- relative energy (zero: lowest compared OMol25 entry of this formula, charge and spin) (eV) = 0.432

=====

no.,F_max (Eh/bohr)
1,0.0119
2,0.0152
3,0.0612